The following is a DFT calculation (the ωB97M-V functional and the def2-TZVPD basis) of a structure of composition C44H60Br3IN3NaO11P.

Properties
Energy relative to the best compared isomer or geometry (same formula, charge and spin)   73.9 kJ/mol
LUMO energy   -4.70 eV
Kohn-Sham gap   4.2 eV
Charge   +1
Energy   -305509.77808 eV

Each line ends with the Mulliken charge.
Cartesian coordinates (Å):
I 1.356 0.858 -5.429  0.068
Br 1.537 -0.199 -0.125  -0.083
Br 3.000 -3.195 1.123  -0.116
Br -1.595 -3.485 1.202  -0.092
P -3.184 -0.561 2.760  0.524
Na -5.484 3.653 -3.622  1.009
O -2.409 7.515 -2.976  -0.707
O 3.135 3.887 -1.557  -0.439
O -0.322 -0.136 3.326  -0.408
O 4.795 5.258 -1.490  -0.511
O -0.504 8.333 -2.333  -0.679
O 0.562 -1.892 2.268  -0.296
O -3.036 1.232 -2.139  -0.352
O -7.827 0.723 0.166  -0.522
O 7.776 -5.989 1.990  -0.668
O -0.552 6.746 -3.794  -0.620
O 6.890 -9.769 -1.685  -0.655
N -1.148 7.539 -3.036  1.150
N -2.319 0.776 -1.067  0.789
N 4.283 4.185 -1.287  0.838
C 8.939 -10.233 0.164  -0.569
C 0.750 5.641 -0.980  -1.559
C -0.279 0.810 -2.437  -1.768
C 4.625 -6.264 -1.865  -0.916
C 5.789 -5.493 0.093  -0.534
C 0.354 3.440 0.171  -0.344
C -4.507 -3.082 3.068  -1.237
C 8.426 -8.072 1.104  0.235
C 5.369 -7.432 -1.856  -0.538
C -3.014 0.491 0.054  1.062
C 0.113 -0.617 -4.488  -1.378
C 0.951 -4.804 -0.094  -1.332
C 5.139 3.145 -0.650  -0.642
C 6.547 -6.656 0.098  0.106
C -4.164 6.586 2.625  -1.564
C -0.322 0.075 -0.088  1.177
C -4.506 0.692 0.032  -1.650
C -0.965 0.115 -3.680  -0.648
C 6.329 -7.634 -0.873  0.151
C -2.501 3.683 -1.516  3.677
C 0.206 -2.937 1.437  0.047
C -1.011 0.555 -1.159  1.183
C -1.132 4.385 -1.722  -0.640
C 9.453 -8.230 2.026  -0.563
C -2.421 1.946 3.900  -1.012
C -2.390 -0.037 1.167  0.027
C 7.113 -8.902 -0.867  0.603
C -1.003 -0.226 1.075  -0.407
C -4.661 -1.640 2.515  -0.385
C 1.162 -3.636 0.830  0.844
C 9.957 -10.388 1.089  -0.478
C 8.177 -9.072 0.159  0.169
C 4.830 -5.297 -0.885  -0.306
C -0.323 4.662 -0.458  1.332
C -3.475 0.802 3.957  -0.958
C -5.057 2.129 0.244  -0.601
C -3.726 5.304 1.882  0.391
C -4.893 4.410 1.422  -1.219
C -2.719 2.578 -2.578  -1.046
C 7.599 -6.836 1.139  0.537
C -3.530 4.822 -1.783  -2.090
C -4.445 2.922 1.395  1.058
C -0.249 -0.763 2.291  -1.028
C 10.220 -9.383 2.015  -0.480
H -3.603 -3.148 3.670  0.354
H 4.552 2.242 -0.529  0.156
H -5.340 4.720 0.476  0.420
H -4.895 -1.715 1.449  0.483
H 4.244 -4.389 -0.888  0.733
H -1.714 1.806 4.714  0.515
H -3.349 0.351 4.943  0.589
H -3.210 5.445 -2.629  0.816
H -4.852 2.488 2.308  0.501
H -0.409 2.852 0.708  -0.711
H 0.011 -4.753 -0.633  0.519
H 0.355 6.660 -1.027  0.314
H -5.008 0.053 0.748  -0.215
H 0.720 -1.232 -3.827  0.457
H 11.024 -9.501 2.729  0.405
H -0.362 -1.280 -5.207  0.609
H -1.870 1.957 2.963  0.039
H 5.987 2.975 -1.306  0.292
H -5.032 2.646 -0.723  -0.703
H 5.462 3.532 0.312  0.307
H -4.525 4.425 -2.074  -0.287
H 3.881 -6.106 -2.636  0.400
H -3.303 6.956 3.182  0.404
H 0.733 2.767 -0.607  -0.138
H -0.216 1.874 -2.668  -0.213
H -4.883 0.372 -0.942  0.672
H -5.016 6.393 3.273  0.379
H -6.119 1.997 0.489  1.213
H -8.497 0.358 0.756  0.259
H -4.392 -3.762 2.223  0.252
H -5.672 4.498 2.183  0.656
H -8.291 0.834 -0.670  0.244
H 1.070 -5.723 0.483  0.300
H 1.765 -4.785 -0.820  0.252
H -5.396 -3.422 3.594  0.364
H -1.623 -0.657 -3.264  0.363
H -1.858 2.592 -3.243  0.449
H 8.738 -11.012 -0.559  0.475
H 5.208 -8.185 -2.615  0.484
H -1.299 5.363 -2.172  -1.255
H 5.953 -4.741 0.854  0.504
H -2.526 3.346 -0.480  -0.527
H -2.923 2.892 4.091  0.296
H 0.976 5.290 -1.988  0.495
H -3.605 5.499 -0.939  0.351
H 1.690 5.559 -0.440  0.391
H -5.561 -1.201 2.957  0.554
H -1.501 0.837 -4.287  0.357
H -3.554 2.884 -3.220  -0.436
H 9.653 -7.451 2.748  0.469
H -4.375 7.355 1.880  0.341
H -3.109 4.723 2.570  0.112
H -3.361 2.810 1.433  -0.838
H -3.116 5.607 1.029  -0.299
H 0.733 0.431 -2.406  1.125
H 1.196 3.696 0.809  0.672
H -4.496 1.192 3.962  0.575
H -0.482 3.844 -2.417  0.588
H 10.552 -11.291 1.089  0.405
H -0.865 5.197 0.328  -0.227